Record 1
Density functional theory data (ωB97M-V/def2-TZVPD) for C26H28F4N9Os as an isolated structure.

Last column: natural (NBO) charge in e.
Geometry (Å):
1 Os -0.1211 -0.4100 0.0776  1.33
2 C -2.3966 -0.4464 -1.8297  -0.44
3 N -2.1326 -0.0506 -0.4185  -0.34
4 C -3.1482 -0.7006 0.4532  -0.43
5 C -2.2658 1.4344 -0.2941  -0.25
6 C -1.0742 2.1287 -0.9158  -0.29
7 N 0.1298 1.3827 -0.4992  -0.34
8 C 1.4012 1.8708 -0.7790  -0.02
9 C 2.4907 1.0265 -0.4855  0.34
10 F 2.1876 -0.2254 0.0027  -0.31
11 C 3.7943 1.3745 -0.6896  0.36
12 F 4.7503 0.5194 -0.3993  -0.25
13 C 4.0847 2.6362 -1.2076  -0.21
14 C 3.0464 3.4991 -1.5041  0.37
15 F 3.2910 4.6936 -1.9860  -0.24
16 C 1.7189 3.1350 -1.3108  0.38
17 F 0.7735 3.9951 -1.6281  -0.25
18 H -3.3345 -0.0020 -2.1668  0.25
19 H -2.4966 -1.5236 -1.8981  0.23
20 H -1.5929 -0.1060 -2.4855  0.22
21 H -4.1477 -0.3951 0.1383  0.24
22 H -2.9988 -0.3987 1.4841  0.23
23 H -3.0636 -1.7819 0.3618  0.23
24 H -2.3342 1.6691 0.7681  0.23
25 H -3.1864 1.7713 -0.7737  0.26
26 H -1.0379 3.1614 -0.5717  0.28
27 H -1.1149 2.1675 -2.0075  0.25
28 H 5.1112 2.9371 -1.3841  0.30
29 N -0.2549 0.1123 6.1855  -0.68
30 C -0.3229 0.0588 4.8662  0.30
31 C -0.9517 -1.0214 4.1920  -0.28
32 C -0.9698 -1.0602 2.8351  0.04
33 N -0.3960 -0.0962 2.0564  -0.49
34 C 0.1883 0.9610 2.6937  0.04
35 C 0.2283 1.0798 4.0457  -0.27
36 H -0.6597 -0.6072 6.7644  0.43
37 H 0.1714 0.8928 6.6605  0.43
38 H -1.4259 -1.8203 4.7488  0.27
39 H -1.4643 -1.8729 2.3226  0.24
40 H 0.6250 1.7264 2.0685  0.22
41 H 0.6844 1.9557 4.4872  0.26
42 C 1.8128 -2.7553 1.7976  -0.69
43 C 0.7537 -3.2424 0.8754  0.47
44 N -0.0654 -2.4829 0.1173  -0.61
45 C -0.7942 -3.3682 -0.6890  -0.09
46 C -0.4478 -4.6280 -0.3656  -0.02
47 N 0.5049 -4.5283 0.6318  -0.31
48 C 1.0476 -5.6520 1.4296  -0.04
49 N 0.6781 -5.4883 2.7933  -0.24
50 N 1.6410 -5.1777 3.7235  -0.02
51 N 1.0855 -4.9861 4.8474  -0.18
52 C -0.2858 -5.1592 4.7068  0.09
53 C -1.3119 -5.0608 5.6512  -0.20
54 C -2.5970 -5.2591 5.2019  -0.22
55 C -2.8660 -5.5529 3.8479  -0.17
56 C -1.8615 -5.6661 2.9106  -0.26
57 C -0.5573 -5.4780 3.3799  0.07
58 H 1.9230 -1.6759 1.7215  0.23
59 H 2.7690 -3.2123 1.5357  0.28
60 H 1.6092 -3.0179 2.8350  0.28
61 H -1.4910 -3.0393 -1.4356  0.23
62 H -0.7772 -5.5763 -0.7572  0.27
63 H 2.1349 -5.6641 1.3803  0.26
64 H 0.6589 -6.5765 1.0068  0.25
65 H -1.0885 -4.8798 6.6943  0.25
66 H -3.4208 -5.2132 5.9013  0.25
67 H -3.8924 -5.7133 3.5443  0.24
68 H -2.0837 -5.9030 1.8775  0.22

For the largest force on an atom, the calculation gives 0.82 eV/A. As for the total charge: +3. The spin multiplicity is 1. The value obtained for the molar mass is 732.8 g/mol. The energy above the lowest of the compared OMol25 structures with the same formula, charge and spin is 7.4 kcal/mol. The total energy is -1989.4879 hartree. For the gap between HOMO and LUMO (alpha / beta), the calculation gives 4.2 / 4.8 eV.

=====

Record 2
Density functional theory data (ωB97M-V/def2-TZVPD) for one molecule with the formula C5H7NO.

Last column: natural (NBO) charge in e.
Geometry (Å):
1 O -0.2293 3.0258 0.5443  -0.59
2 C 0.7178 2.4246 0.1245  0.54
3 N 0.6133 1.1650 -0.3208  -0.42
4 C 1.5052 -0.0286 -0.2400  -0.23
5 C -0.0097 -0.0791 -0.1453  0.10
6 C -1.0890 -0.4799 0.7303  -0.42
7 C -1.2557 -0.6538 -0.7036  -0.43
8 H 1.8277 2.6673 -0.0348  0.11
9 H 1.8783 -0.0326 0.7975  0.20
10 H 2.1018 -0.3067 -1.0819  0.22
11 H -1.6818 0.4065 1.2466  0.24
12 H -0.9441 -1.3797 1.3610  0.22
13 H -1.2573 -1.6777 -0.9356  0.22
14 H -1.9895 0.0250 -1.0483  0.23

As for the SMILES: O=CN1CC12CC2. For the largest force on an atom, the calculation gives 4.95 eV/A. The spin multiplicity is 1. The value obtained for the molar mass is 97.1 g/mol. The energy above the lowest of the compared OMol25 structures with the same formula, charge and spin is 80.5 kcal/mol. The total energy is -324.5962 hartree. For the gap between HOMO and LUMO, the calculation gives 10.2 eV.

=====

Record 3
Density functional theory data (ωB97M-V/def2-TZVPD) for C7H10O3PPdS6 as an isolated structure.

Last column: natural (NBO) charge in e.
Geometry (Å):
1 Pd -0.1938 -0.0243 -0.3357  0.30
2 O 4.8088 4.7659 0.7910  -0.72
3 C 3.9625 3.9641 0.4245  0.11
4 S 2.1024 4.2550 0.8792  0.09
5 C 1.6035 2.6684 0.3663  -0.40
6 C 2.5849 1.6535 0.3187  -0.40
7 S 2.2256 0.0410 -0.0583  -0.15
8 S 4.2099 2.0755 0.7787  0.09
9 S -0.0372 2.3806 0.0525  -0.16
10 C -4.3561 -5.0978 0.6480  -0.62
11 C -3.0318 -4.3712 0.5454  -0.07
12 O -3.2957 -3.0302 0.1561  -0.83
13 P -2.1005 -1.9330 0.2869  1.62
14 S -2.7458 -0.2247 -0.4414  -0.62
15 S -0.4223 -2.5942 -0.5285  -0.67
16 O -2.0393 -1.9429 1.9027  -0.86
17 C -1.1086 -1.1792 2.6713  -0.07
18 C -1.8456 -0.5826 3.8502  -0.62
19 H -4.1980 -6.1444 0.9161  0.19
20 H -4.8848 -5.0586 -0.3051  0.20
21 H -4.9863 -4.6331 1.4068  0.20
22 H -2.3803 -4.8369 -0.2001  0.18
23 H -2.5063 -4.3886 1.5043  0.18
24 H -0.6491 -0.3843 2.0709  0.22
25 H -0.3075 -1.8505 2.9931  0.17
26 H -2.6132 0.1062 3.4971  0.22
27 H -1.1485 -0.0288 4.4814  0.21
28 H -2.3219 -1.3614 4.4499  0.19

For the largest force on an atom, the calculation gives 0.56 eV/A. As for the total charge: -2. The spin multiplicity is 4. Its expectation value of S² is 3.767. The value obtained for the molar mass is 471.9 g/mol. The energy above the lowest of the compared OMol25 structures with the same formula, charge and spin is 0.0 kcal/mol. The total energy is -3356.9641 hartree. For the gap between HOMO and LUMO (alpha / beta), the calculation gives 3.8 / 6.2 eV.

=====

Record 4
Density functional theory data (ωB97M-V/def2-TZVPD) for an isolated ion of composition C5H12I2N and charge +1.

Last column: natural (NBO) charge in e.
Geometry (Å):
1 C -1.3693 2.2522 0.6648  -0.70
2 C -1.7610 -0.2764 -0.7616  -0.72
3 C -0.8103 0.9986 1.2579  -0.29
4 C -0.6722 -0.0910 0.1880  -0.16
5 C 2.4064 -1.0162 0.0588  -0.55
6 N 2.6800 -2.1887 -0.8954  -0.72
7 I -2.2661 -0.0233 2.7248  0.13
8 I 1.2040 0.3625 -1.0883  0.54
9 H -2.2017 2.0613 0.0260  0.22
10 H -1.7666 2.9220 1.4240  0.26
11 H -0.6554 2.9749 0.2460  0.24
12 H -1.6117 -1.0865 -1.4969  0.24
13 H -2.7485 -0.4654 -0.3325  0.28
14 H -1.7600 0.6885 -1.3497  0.24
15 H 0.0817 1.3228 1.8191  0.25
16 H -0.0176 -0.8275 0.6663  0.25
17 H 3.3450 -0.4577 0.2716  0.20
18 H 3.3250 -2.7928 -0.5477  0.44
19 H 1.7165 -2.4608 -0.9503  0.44
20 H 2.8816 -1.8964 -1.9247  0.42

For the largest force on an atom, the calculation gives 6.63 eV/A. As for the total charge: +1. The spin multiplicity is 1. The value obtained for the molar mass is 340.0 g/mol. The energy above the lowest of the compared OMol25 structures with the same formula, charge and spin is 98.4 kcal/mol. The total energy is -847.4415 hartree. For the gap between HOMO and LUMO, the calculation gives 7.9 eV.

=====

Record 5
Density functional theory data (ωB97M-V/def2-TZVPD) for C12H7F3N3O6S2 as an isolated structure.

Last column: natural (NBO) charge in e.
Geometry (Å):
1 F 6.2540 0.0497 -1.1705  -0.35
2 C 5.2233 0.0275 -0.2793  0.85
3 F 5.3964 -1.0920 0.4832  -0.32
4 F 5.3582 1.1358 0.5104  -0.33
5 S 3.5935 0.1744 -1.1481  0.35
6 N 3.0451 0.2091 0.6039  -0.79
7 C 2.3627 -1.0687 0.6465  0.64
8 O 2.7910 -2.0900 1.1399  -0.57
9 C 1.1497 -0.8387 -0.1449  -0.35
10 C 0.9039 0.5307 -0.4694  -0.32
11 C -0.1993 0.8483 -1.1907  -0.31
12 C -1.2791 -0.1675 -1.0522  -0.25
13 C -0.8849 -1.5870 -1.0694  -0.30
14 C 0.3710 -1.8703 -0.6682  -0.17
15 S 1.9139 1.5783 0.5694  2.29
16 O 1.5307 1.5721 1.9471  -0.90
17 O 2.3776 2.7545 -0.1090  -0.89
18 H -0.3308 1.7842 -1.7399  0.23
19 H -2.1914 0.0608 -1.6304  0.22
20 H -1.5919 -2.3549 -1.3901  0.21
21 H 0.7929 -2.8798 -0.6757  0.22
22 C -1.5335 -0.0009 0.4839  -0.44
23 C -2.1681 1.3801 0.6862  0.71
24 O -1.6010 2.3550 1.1040  -0.56
25 N -3.5140 1.4891 0.3380  -0.68
26 C -4.4006 0.4503 0.0561  0.81
27 O -5.5202 0.6263 -0.3632  -0.61
28 N -3.8373 -0.8168 0.3146  -0.69
29 C -2.5740 -1.0556 0.8859  0.71
30 O -2.3388 -2.0338 1.5750  -0.55
31 H -0.6656 -0.0267 1.1608  0.29
32 H -3.9299 2.4300 0.2968  0.43
33 H -4.5036 -1.5735 0.2996  0.42

For the largest force on an atom, the calculation gives 4.08 eV/A. As for the total charge: -1. The spin multiplicity is 1. The value obtained for the molar mass is 410.3 g/mol. The energy above the lowest of the compared OMol25 structures with the same formula, charge and spin is 82.9 kcal/mol. The total energy is -2173.1857 hartree. For the gap between HOMO and LUMO, the calculation gives 6.4 eV.

=====

Record 6
Density functional theory data (ωB97M-V/def2-TZVPD) for C20H48F6NiO16 as an isolated structure.

Last column: Löwdin spin population.
Geometry (Å):
1 Ni -0.1792 -1.2536 -0.7044  1.82
2 C -3.6852 -1.3070 -1.1065  0.00
3 O -4.4710 -0.4043 -1.8990  0.01
4 O -2.3500 -0.7239 -1.0861  0.05
5 C -4.4833 -1.6214 0.1683  0.00
6 F -4.7075 -0.6593 1.0652  0.00
7 F -5.6822 -2.0806 -0.2502  0.00
8 F -3.9283 -2.6249 0.7943  0.00
9 C -4.1261 -0.2271 -3.2828  0.00
10 C -4.3691 1.1949 -3.7764  0.00
11 H -5.4382 1.3858 -3.8699  0.00
12 H -3.8746 1.9938 -3.2239  0.00
13 H -3.9989 1.1634 -4.8011  0.00
14 H -4.7809 -0.8941 -3.8436  0.00
15 H -3.0919 -0.4171 -3.5699  0.00
16 H -3.6782 -2.2242 -1.6954  0.00
17 C -0.2380 -1.4547 2.7381  0.01
18 O 0.8330 -0.7083 3.3877  0.00
19 O -0.0875 -1.1575 1.3971  0.03
20 C -0.2773 -2.9366 3.2448  0.00
21 F 0.9120 -3.4121 3.1420  0.00
22 F -0.5439 -3.0430 4.5431  0.00
23 F -0.9675 -3.8121 2.5236  0.00
24 C 0.5024 0.3823 4.2083  0.00
25 C 0.4452 1.7366 3.4572  0.00
26 H -0.4243 1.7539 2.8000  0.00
27 H 0.5409 2.7103 3.9377  0.00
28 H 1.0924 1.7816 2.5812  0.00
29 H 1.3572 0.3071 4.8805  0.00
30 H -0.4111 0.1677 4.7629  0.00
31 H -1.2422 -1.1194 2.9974  0.00
32 C -2.6148 1.8745 1.3609  0.00
33 C -3.1388 2.9220 2.4404  0.00
34 O -3.3205 4.1376 1.9570  0.00
35 O -3.2554 2.1158 0.1368  0.00
36 H -2.7833 0.8389 1.6565  0.00
37 H -1.5579 1.9895 1.1204  0.00
38 H -2.5238 3.0131 3.3356  0.00
39 H -4.1292 2.5714 2.7308  0.00
40 H -3.8063 3.8063 1.1981  0.00
41 H -3.2887 1.3147 -0.3913  0.00
42 C 4.2353 2.1469 2.4758  0.00
43 C 4.7904 1.7977 3.8661  0.00
44 O 6.0691 2.2416 3.8992  0.00
45 O 4.1634 1.2231 1.3993  0.00
46 H 4.6124 3.0441 1.9850  0.00
47 H 3.1871 2.3802 2.6626  0.00
48 H 4.6788 0.7279 4.0428  0.00
49 H 4.2635 2.2501 4.7062  0.00
50 H 6.5744 1.8683 3.1733  0.00
51 H 3.5091 0.5487 1.5960  0.00
52 C 2.4815 0.0986 -1.6694  0.00
53 C 1.5427 1.0118 -0.8757  0.00
54 O 0.2009 0.7124 -1.1925  0.02
55 O 2.1177 -1.2294 -1.5119  0.01
56 H 3.5110 0.1212 -1.3121  0.00
57 H 2.6195 0.2445 -2.7407  0.00
58 H 1.8189 2.0611 -0.9792  0.00
59 H 1.9006 0.9889 0.1536  0.00
60 H -0.3203 1.4991 -1.0162  0.00
61 H 2.8187 -1.7610 -1.8962  0.00
62 C 4.9811 -2.3520 0.8750  0.00
63 C 3.7703 -2.4835 1.7141  0.00
64 O 3.0518 -1.2514 1.6750  0.00
65 O 5.8312 -1.3436 1.4913  0.00
66 H 4.6998 -2.0862 -0.1440  0.00
67 H 5.3642 -3.3668 0.9815  0.00
68 H 3.8353 -2.7355 2.7726  0.00
69 H 3.1523 -3.2880 1.3152  0.00
70 H 2.1659 -1.4857 1.9611  0.00
71 H 5.3586 -0.5168 1.3708  0.00
72 C -0.2093 1.9376 -4.6750  0.00
73 C -1.1420 3.1237 -4.1880  0.00
74 O -1.1101 3.1959 -2.7440  0.00
75 O -0.7852 0.6786 -4.2844  0.00
76 H 0.6407 2.0570 -4.0031  0.00
77 H 0.0757 1.7757 -5.7146  0.00
78 H -2.1597 3.0788 -4.5758  0.00
79 H -0.6883 4.0091 -4.6333  0.00
80 H -1.8283 3.7801 -2.4902  0.00
81 H -1.3772 0.8590 -3.5505  0.00
82 C -0.6057 -4.0808 -2.1357  0.00
83 C -0.7707 -2.9664 -3.2454  0.00
84 O -0.2098 -1.7139 -2.9118  0.02
85 O -0.3730 -3.3621 -0.9043  0.02
86 H 0.2436 -4.7498 -2.2749  0.00
87 H -1.5284 -4.6611 -2.1342  0.00
88 H -1.8315 -2.7379 -3.3482  0.00
89 H -0.3155 -3.3720 -4.1489  0.00
90 H -0.4017 -1.1203 -3.6415  0.00
91 H -0.8373 -3.8771 -0.2404  0.00

For the largest force on an atom, the calculation gives 4.80 eV/A. The spin multiplicity is 3. Its expectation value of S² is 2.003. The value obtained for the molar mass is 717.3 g/mol. The total energy is -4101.9623 hartree. For the gap between HOMO and LUMO (alpha / beta), the calculation gives 8.7 / 8.6 eV.